Computed, not measured: an isolated ion of composition C6H12NS2 and charge +1 at a distorted geometry, with wB97M-V/def2-TZVPD.

Calculated values
Relative energy (zero: lowest compared OMol25 entry of this formula, charge and spin): 2.483 eV
Total energy: -1086.55539 Ha
SMILES: CC(C)C1=C[NH2+][C@H](S)S1
HOMO-LUMO gap (alpha / beta): 8.1 / 8.1 eV

The geometry in ORCA input format:
```
! wB97M-V def2-TZVPD RIJCOSX def2/J DEFGRID3
* xyz 1 1
C -1.233 -0.434 -1.782
C -1.123 -0.026 -0.335
C -2.068 -0.856 0.598
C 0.222 -0.158 0.165
C 1.025 0.713 1.344
N 2.307 0.039 1.559
C 2.653 -0.729 0.326
S 3.412 0.594 -0.846
S 1.163 -1.506 -0.275
H -2.279 -0.724 -1.893
H -0.483 -1.337 -1.841
H -0.941 0.386 -2.462
H -1.462 0.987 -0.088
H -1.844 -0.564 1.671
H -1.779 -1.829 0.584
H -3.078 -0.590 0.312
H 0.653 1.465 1.942
H 3.057 0.583 1.814
H 2.035 -0.580 2.300
H 3.504 -1.377 0.506
H 2.374 0.735 -1.516
*
```

---

Computed, not measured: one molecule with the formula C7H15Cl2N2OP at a distorted geometry, with wB97M-V/def2-TZVPD.

Calculated values
Relative energy (zero: lowest compared OMol25 entry of this formula, charge and spin): 2.528 eV
Total energy: -1722.11509 Ha
SMILES: CC(=C(Cl)Cl)P(=O)(N(C)C)N(C)C
HOMO-LUMO gap (alpha / beta): 8.0 / 8.0 eV

The geometry in ORCA input format:
```
! wB97M-V def2-TZVPD RIJCOSX def2/J DEFGRID3
* xyz 0 1
C 0.192 -2.872 0.801
C -0.832 -2.128 -0.079
C -2.386 -2.720 -0.029
Cl -3.628 -2.115 -0.940
Cl -2.670 -4.100 0.900
P -0.671 -0.554 -0.963
O -1.072 -0.434 -2.416
N 0.993 -0.153 -0.784
C 1.627 0.330 0.383
C 1.849 0.151 -2.011
N -1.445 0.572 -0.065
C -2.453 1.606 -0.577
C -1.519 0.684 1.347
H 1.098 -2.832 0.228
H -0.221 -3.808 0.832
H 0.265 -2.467 1.772
H 1.886 1.419 0.158
H 0.916 0.272 1.253
H 2.571 -0.280 0.622
H 2.112 1.271 -1.984
H 2.690 -0.515 -1.984
H 1.213 -0.014 -2.761
H -2.544 1.663 -1.735
H -3.435 1.376 -0.263
H -2.161 2.548 -0.149
H -0.852 -0.192 1.756
H -1.093 1.558 1.825
H -2.576 0.605 1.731
*
```

---

Computed, not measured: C35H36N2O11P2Pd as an isolated structure at a distorted geometry, with wB97M-V/def2-TZVPD.

Calculated values
Relative energy (zero: lowest compared OMol25 entry of this formula, charge and spin): 1.286 eV
Total energy: -3103.39593 Ha
HOMO-LUMO gap (alpha / beta): 6.2 / 6.7 eV

The geometry in ORCA input format:
```
! wB97M-V def2-TZVPD RIJCOSX def2/J DEFGRID3
* xyz -2 3
Pd 2.152 -0.092 -1.100
C -2.860 2.728 0.806
C -2.902 1.201 0.924
C -4.242 0.735 1.446
O -2.646 0.611 -0.330
C -1.217 0.385 -0.451
C -0.692 0.768 0.963
O -1.881 0.733 1.779
C 0.594 0.218 1.646
O 1.646 0.661 0.879
C 0.688 0.988 3.012
C 0.839 2.375 2.946
C 1.004 3.155 4.078
C 1.048 2.558 5.335
C 0.926 1.181 5.420
C 0.747 0.408 4.273
C 0.620 -1.281 1.928
C 1.761 -2.007 1.614
C 1.844 -3.362 1.896
C 0.784 -4.015 2.518
C -0.350 -3.291 2.864
C -0.426 -1.934 2.574
C -0.904 -0.946 -1.183
O 0.418 -1.250 -1.023
C -1.694 -2.188 -0.736
C -2.525 -2.270 0.369
C -3.163 -3.465 0.703
C -2.960 -4.603 -0.060
C -2.098 -4.540 -1.155
C -1.477 -3.348 -1.484
C -1.301 -0.681 -2.669
C -0.316 -0.447 -3.621
C -0.656 -0.191 -4.946
C -1.987 -0.158 -5.339
C -2.981 -0.395 -4.394
C -2.637 -0.659 -3.075
H -3.701 3.067 0.198
H -1.939 3.052 0.318
H -2.920 3.182 1.799
H -5.043 1.125 0.816
H -4.375 1.100 2.467
H -4.294 -0.352 1.446
H -0.819 1.143 -1.125
H -0.408 1.814 0.853
H 0.858 2.830 1.965
H 1.117 4.231 3.984
H 1.194 3.157 6.227
H 0.979 0.693 6.386
H 0.666 -0.666 4.377
H 2.596 -1.496 1.154
H 2.737 -3.909 1.619
H 0.839 -5.078 2.724
H -1.186 -3.787 3.344
H -1.312 -1.373 2.846
H -2.663 -1.401 0.991
H -3.807 -3.502 1.576
H -3.445 -5.536 0.205
H -1.909 -5.427 -1.749
H -0.789 -3.303 -2.323
H 0.727 -0.504 -3.347
H 0.136 -0.037 -5.670
H -2.249 0.031 -6.375
H -4.025 -0.383 -4.689
H -3.415 -0.845 -2.343
O 4.894 -1.438 -4.199
P 3.517 -1.366 -3.379
O 2.603 -2.437 -3.805
O 3.035 0.065 -3.244
O 4.076 -1.702 -1.818
P 5.096 -0.602 -1.125
O 5.601 -1.495 0.133
O 6.231 -0.359 -2.065
O 4.294 0.534 -0.559
H 5.572 -0.942 -3.687
H 6.066 -2.260 -0.224
C 1.189 5.083 0.322
N 1.107 4.007 -0.641
C 0.218 3.924 -1.699
C 0.528 2.769 -2.351
N 1.574 2.142 -1.714
C 1.878 2.897 -0.685
H 0.186 5.384 0.627
H 1.710 5.948 -0.092
H 1.728 4.740 1.202
H -0.520 4.687 -1.886
H 0.068 2.343 -3.230
H 2.647 2.671 0.040
*
```

---

Computed, not measured: C26H34BBrI2KN5S2 as an isolated structure at a distorted geometry, with wB97M-V/def2-TZVPD.

Calculated values
Relative energy (zero: lowest compared OMol25 entry of this formula, charge and spin): 0.000 eV
Total energy: -5875.53916 Ha
HOMO-LUMO gap (alpha / beta): 5.5 / 5.3 eV

The geometry in ORCA input format:
```
! wB97M-V def2-TZVPD RIJCOSX def2/J DEFGRID3
* xyz -2 1
K -6.964 19.468 -0.105
C -7.545 15.881 2.860
N -6.651 16.856 3.529
C -6.503 17.038 4.913
C -5.297 17.698 5.065
N -4.805 18.026 3.827
B -3.530 18.960 3.571
N -3.745 20.010 2.396
C -2.778 20.251 1.467
C -2.981 21.459 0.847
N -4.166 21.951 1.364
C -4.933 23.104 0.758
C -4.776 20.891 2.112
S -6.265 20.787 2.683
C -5.559 17.362 2.879
S -5.140 17.229 1.285
H -6.891 15.309 2.212
H -8.319 16.504 2.357
H -8.047 15.218 3.553
H -7.226 16.647 5.610
H -4.827 18.003 5.977
H -3.184 19.476 4.599
H -2.752 18.080 3.295
H -1.998 19.514 1.479
H -2.461 22.202 0.248
H -5.870 22.696 0.601
H -4.415 23.454 -0.152
H -5.050 23.931 1.467
C -8.840 23.067 -6.506
C -8.144 22.027 -5.600
C -6.853 21.669 -5.838
C -6.236 20.874 -4.877
C -4.769 20.574 -5.189
C -6.844 20.506 -3.687
C -8.255 20.815 -3.425
C -8.863 21.460 -4.549
N -8.728 20.475 -2.211
C -10.138 20.713 -2.010
C -11.096 19.987 -3.068
C -10.512 22.212 -1.983
C -10.446 20.078 -0.640
H -9.168 23.930 -5.937
H -9.686 22.659 -6.985
H -8.143 23.423 -7.284
H -6.448 22.001 -6.763
H -4.420 19.580 -4.878
H -4.145 21.351 -4.890
H -4.725 20.550 -6.281
H -6.271 19.932 -2.946
H -9.905 21.583 -4.575
H -11.074 20.468 -4.061
H -12.141 20.014 -2.664
H -10.709 18.928 -3.113
H -10.885 22.699 -2.919
H -9.616 22.748 -1.734
H -11.345 22.445 -1.246
H -10.187 19.024 -0.793
H -11.484 20.134 -0.305
H -9.806 20.549 0.171
I -10.015 19.282 3.981
I -10.365 16.550 5.464
Br -7.461 12.770 -2.726
C -7.828 14.499 -2.163
C -8.548 14.679 -0.938
C -8.835 16.050 -0.564
C -8.221 17.023 -1.270
C -7.462 16.893 -2.361
C -7.297 15.563 -2.853
H -8.812 13.833 -0.342
H -9.581 16.241 0.151
H -7.075 17.749 -2.970
H -6.676 15.326 -3.741
*
```

---

Computed, not measured: a 2-piece molecular cluster, C4H9NO overall, with wB97M-V/def2-TZVPD.

Calculated values
Relative energy (zero: lowest compared OMol25 entry of this formula, charge and spin): 2.178 eV
Total energy: -287.75241 Ha
SMILES: C=C(C)N.C=O
HOMO-LUMO gap: 9.1 eV

The geometry in ORCA input format:
```
! wB97M-V def2-TZVPD RIJCOSX def2/J DEFGRID3
* xyz 0 1
C -1.924 1.135 -1.550
C -0.810 0.906 -0.855
C -0.478 -0.412 -0.210
N 0.149 1.911 -0.648
H -2.114 2.074 -2.051
H -2.680 0.367 -1.615
H -0.482 -0.309 0.877
H 0.522 -0.719 -0.516
H -1.219 -1.148 -0.499
H 1.105 1.597 -0.621
H 0.045 2.667 -1.296
C 1.973 -2.018 2.249
O 2.439 -3.012 2.722
H 1.162 -2.037 1.500
H 2.312 -1.000 2.515
*
```

---

Computed, not measured: a 2-piece molecular cluster, C3H6BrN4O2 overall at a distorted geometry, with wB97M-V/def2-TZVPD.

Calculated values
Relative energy (zero: lowest compared OMol25 entry of this formula, charge and spin): 0.000 eV
Total energy: -3061.10854 Ha
HOMO-LUMO gap (alpha / beta): 8.8 / 8.8 eV

The geometry in ORCA input format:
```
! wB97M-V def2-TZVPD RIJCOSX def2/J DEFGRID3
* xyz 1 1
C 0.654 -1.390 -2.398
C -0.242 0.823 0.545
C -1.026 -0.463 0.411
N 0.709 -0.258 -2.829
N -0.652 -1.599 0.928
N -0.679 1.690 -0.374
N 0.780 0.856 1.359
O 0.276 -2.290 -1.783
O 0.398 -1.629 1.526
Br -2.681 -0.616 -0.585
H 1.151 0.096 -3.677
H -1.243 -2.437 1.033
H -1.534 1.482 -0.775
H -0.196 2.582 -0.339
H 1.029 -0.160 1.825
H 1.408 1.640 1.455
*
```

---

> Which of these has the lowest total energy?

C26H34BBrI2KN5S2